No. 1
{
  "formula": "C5H11NO",
  "method": "ωB97M-V/def2-TZVPD",
  "elements": ["C", "C", "N", "C", "C", "O", "C", "H", "H", "H", "H", "H", "H", "H", "H", "H", "H", "H"],
  "coordinates": [[-2.1389, 0.3658, -0.8927], [-1.4272, -0.2076, 0.3253], [0.0083, 0.0898, 0.3455], [0.7600, 0.1746, 1.9129], [0.8298, -0.4979, -0.6460], [0.3829, -1.3261, -1.4054], [2.2606, -0.0189, -0.6881], [-3.2102, 0.1506, -0.8280], [-1.7541, -0.0765, -1.8144], [-2.0149, 1.4532, -0.9402], [-1.5403, -1.2953, 0.3788], [-1.8405, 0.2224, 1.2418], [-0.1047, -0.1203, 2.5191], [1.4486, -0.6790, 1.8853], [0.3701, 1.0274, 0.7611], [2.4477, 0.3981, -1.6821], [2.9193, -0.8832, -0.5643], [2.4860, 0.7193, 0.0839]],
  "forces_ev_per_angstrom": [[0.0, 0.0, -0.1], [-0.1, 0.0, 0.1], [0.1, 0.0, 0.0], [-0.1, -0.4, 0.2], [0.0, -0.2, -0.2], [0.2, 0.3, 0.4], [0.0, 0.0, 0.0], [0.2, 0.0, 0.0], [-0.1, 0.1, 0.1], [0.0, -0.1, 0.0], [0.0, 0.1, 0.0], [0.1, -0.1, -0.1], [0.1, 0.0, -0.1], [-0.1, 0.1, 0.0], [-0.1, 0.0, -0.3], [0.0, -0.1, 0.1], [-0.1, 0.1, 0.0], [-0.1, -0.1, -0.1]],
  "nbo_charge": [-0.623, -0.216, -0.569, -0.659, 0.723, -0.561, -0.731, 0.220, 0.231, 0.207, 0.216, 0.209, 0.164, 0.164, 0.487, 0.246, 0.249, 0.244],
  "e_homo_ha": -0.2993,
  "max_force_ha_per_bohr": 0.0099,
  "gap_ev": 9.040,
  "de_lowest_ev": 4.213,
  "total_charge": 0
}

***

No. 2
{
  "formula": "C5H11NO",
  "method": "ωB97M-V/def2-TZVPD",
  "elements": ["C", "C", "C", "C", "N", "C", "O", "H", "H", "H", "H", "H", "H", "H", "H", "H", "H", "H"],
  "coordinates": [[0.4598, -1.2715, 1.8061], [-0.0327, -0.7965, 0.4174], [0.3939, -1.6804, -0.7366], [0.1806, 0.7175, 0.1615], [1.4859, 1.0166, -0.4258], [-0.9041, 1.2424, -0.7452], [-2.0654, 0.9542, -0.6316], [1.5524, -1.2862, 1.8550], [-0.0254, -2.2258, 1.9849], [0.1800, -0.5521, 2.5798], [-1.1145, -0.8583, 0.5686], [-0.0624, -1.2590, -1.6350], [1.4617, -1.6404, -0.9364], [0.1239, -2.7224, -0.5879], [-0.0036, 1.2083, 1.1278], [1.4195, 1.8047, -1.0572], [2.1801, 1.1761, 0.2854], [-0.6241, 1.9172, -1.5813]],
  "forces_ev_per_angstrom": [[0.5, 1.0, -0.8], [-0.6, 0.2, 1.3], [0.1, 0.6, -0.3], [0.5, -0.6, -0.1], [-0.5, -0.1, 0.1], [-0.6, -0.2, -0.4], [0.0, 0.0, 0.1], [0.0, -0.6, 0.0], [0.4, -0.2, 0.3], [-0.4, -0.1, 0.0], [-0.1, -0.1, -0.5], [-0.2, -0.5, -0.2], [0.2, 0.1, 0.3], [-0.3, 0.0, -0.1], [0.1, 0.2, 0.0], [0.3, 0.1, 0.2], [0.2, 0.2, -0.1], [0.3, 0.1, 0.1]],
  "nbo_charge": [-0.602, -0.211, -0.612, -0.164, -0.843, 0.443, -0.512, 0.197, 0.215, 0.202, 0.215, 0.207, 0.218, 0.212, 0.201, 0.360, 0.370, 0.103],
  "e_homo_ha": -0.3562,
  "smiles": "CC(C)[C@@H](N)C=O",
  "max_force_ha_per_bohr": 0.0273,
  "gap_ev": 10.581,
  "de_lowest_ev": 1.263,
  "total_charge": 0
}

***

Which E belongs to each record? In order, -326.97651 -327.08492 hartree.